(1)
ORCA calculation (ωB97M-V/def2-TZVPD) on a molecular structure, C14H26ClCuN4O5P2.

## Properties
**2S+1**: 1
**Total charge**: 0
**LUMO level**: 0.0198 Eh
**DFT total energy**: -3927.555118 Ha
**HOMO-LUMO gap**: 7.439 eV

```
53
Properties=species:S:1:pos:R:3:forces:R:3
Cu -0.161662 0.128944 -0.009877 -0.033 0.528 0.104
Cl 2.898687 -1.029454 -0.705556 -0.059 0.084 0.006
P 0.932368 0.970954 2.080511 -0.121 -0.154 -0.273
P 0.047573 2.313957 -0.791336 0.105 -0.361 0.082
O 3.808263 -2.117937 -0.549087 0.044 0.019 0.024
O -1.772905 -0.804342 1.286541 -0.185 -0.120 0.067
O 2.642421 -0.768775 -2.102954 0.013 -0.048 0.100
O 1.625081 -1.381632 -0.060359 0.144 -0.156 -0.189
O 3.401657 0.167763 -0.077410 0.011 -0.050 -0.027
N -2.616068 -2.516969 2.507447 -0.075 0.011 0.033
N -0.937719 -1.034742 -1.635886 0.040 -0.141 0.037
N -1.076700 -2.177693 -3.531364 -0.058 0.052 0.058
N -0.564861 -2.724223 1.459055 -0.075 0.005 0.035
C -2.368825 -1.776653 -3.242913 0.006 -0.065 -0.114
C -4.695561 -1.400497 -3.300651 -0.038 0.026 0.032
C -4.602638 -0.681248 -2.096763 0.015 -0.027 -0.037
C -0.225288 1.480834 3.403324 -0.020 0.028 0.085
C -0.276356 -1.703006 -2.539285 0.045 -0.005 -0.015
C -2.263209 -1.062457 -2.047834 -0.030 0.058 0.097
C -1.651056 -1.954173 1.711170 0.290 0.095 -0.074
C -3.393673 -0.503820 -1.454641 -0.042 0.016 0.000
C 1.494553 2.451757 -1.894149 -0.041 0.120 -0.094
C 0.562368 3.342364 0.641160 -0.027 0.072 0.002
C -3.583526 -1.962311 -3.895812 0.015 0.013 0.036
C -1.166215 3.391650 -1.624792 -0.020 0.093 -0.023
C 2.343751 0.342502 3.047540 0.050 0.012 0.101
C 1.577633 2.600819 1.515048 0.094 0.042 0.067
H -0.401856 -3.565980 1.980821 -0.017 -0.006 0.008
H 0.227276 2.193512 4.097522 0.007 -0.006 -0.008
H 0.227483 -2.307767 0.987462 0.016 0.024 -0.046
H -0.738778 4.372788 -1.844518 -0.014 -0.002 -0.011
H -1.124319 1.919117 2.970098 0.000 0.008 -0.030
H 2.322349 1.858933 -1.509471 0.006 -0.003 0.050
H -0.537831 0.595934 3.959326 -0.002 -0.013 -0.007
H 1.236296 2.045169 -2.873028 -0.006 -0.021 0.013
H -5.663701 -1.516765 -3.769787 0.003 -0.004 -0.010
H -0.339412 3.568842 1.218799 -0.005 0.002 -0.008
H -3.489064 -2.018486 2.506964 -0.026 -0.001 0.010
H -1.480975 2.924906 -2.558468 0.010 -0.008 -0.004
H 1.871122 3.213745 2.373616 -0.029 -0.016 -0.006
H -0.767041 -2.706760 -4.325794 0.006 -0.009 -0.016
H -5.501395 -0.260723 -1.665273 -0.014 -0.001 -0.009
H 1.804031 3.493556 -2.012840 -0.005 -0.007 -0.004
H -2.681601 -3.518158 2.566211 0.001 -0.016 -0.018
H -3.311006 0.031528 -0.518155 0.020 -0.006 -0.013
H -2.050801 3.521462 -1.001277 0.006 -0.024 0.028
H 0.966062 4.297440 0.290448 0.010 -0.019 0.006
H 0.792609 -1.847801 -2.531295 0.009 -0.004 0.007
H -3.657739 -2.516026 -4.822166 -0.002 -0.006 -0.009
H 2.694943 1.072839 3.780824 -0.005 -0.001 -0.003
H 2.042451 -0.565882 3.571076 -0.006 0.001 -0.001
H 2.486419 2.386648 0.946296 -0.013 -0.014 -0.019
H 3.153492 0.090365 2.365108 0.002 0.006 -0.022
```
Positions in Å, forces in eV/Å.

---

(2)
ORCA calculation (ωB97M-V/def2-TZVPD) on a molecular structure, C14H26CuF3NO9 at a distorted geometry.

## Properties
**2S+1**: 2
**Total charge**: -2
**LUMO level (spin up / spin down)**: 0.0653 / 0.0343 Eh
**DFT total energy**: -3220.765046 Ha
**Expectation value of S²**: 0.754
**HOMO-LUMO gap (spin up / spin down)**: 3.492 / 2.630 eV

```
54
Properties=species:S:1:pos:R:3:forces:R:3
Cu 0.076156 -0.534875 1.331153 0.483 -0.341 0.184
F -2.193410 4.279609 -2.423638 1.759 0.057 -0.515
F -0.265782 5.277231 -2.990443 0.442 0.542 0.973
F -1.564517 4.540132 -4.428138 -1.648 0.843 -3.969
O 1.410880 -3.917526 3.884673 -0.856 -0.446 0.266
O 3.844744 -3.708936 -2.370782 2.408 -1.803 -1.271
O 3.609195 -4.224926 3.900369 0.607 -0.335 -0.261
O -0.124227 2.336071 -2.078710 -0.660 0.753 -1.355
O 3.624443 1.821256 1.906720 -0.661 2.398 -0.875
O 0.756833 2.941294 -4.183685 -0.570 0.398 0.139
O -3.312060 -1.453750 1.414215 -1.644 1.171 0.858
O 2.117070 -2.726993 -1.637062 -2.954 2.443 2.359
O 5.234913 2.395419 0.500643 -1.556 1.856 0.251
N -2.561159 0.530203 3.397661 1.254 1.524 0.181
C 2.463987 -4.443906 4.329171 0.774 2.447 -0.633
C 2.641809 -3.509420 -2.405357 0.651 0.705 0.253
C -0.395550 2.867788 -3.338203 2.164 -0.596 0.916
C -5.039597 0.879182 4.021320 1.568 -1.233 -0.008
C -3.717911 -1.834490 0.128778 0.089 -0.870 -0.630
C 1.760077 -4.061039 -3.464989 -0.717 -0.963 -1.226
C 4.196705 2.713676 1.170476 1.509 -2.567 0.773
C 2.274842 2.050619 -5.948389 -0.883 0.277 1.016
C -1.082614 4.305333 -3.293037 0.222 -2.472 2.870
C -4.284509 -0.491366 1.934427 1.664 -0.531 1.519
C 3.776090 4.286844 1.211625 0.326 -2.706 0.944
C 1.474590 1.749438 -4.628213 0.766 0.287 -1.301
C -3.847802 -0.069162 3.417317 -2.036 0.120 -1.997
C 2.437678 -5.298492 5.558743 -1.275 -1.116 0.029
H 3.170939 4.462295 0.322189 0.570 0.625 -0.091
H 3.190283 4.462882 2.113813 -0.296 -0.087 -0.082
H -3.562180 -0.971082 3.958659 -1.413 -0.413 0.174
H 1.480039 2.189800 -6.681191 0.467 0.486 -0.444
H 0.699034 -3.909305 -3.266862 0.028 -0.004 0.262
H 2.927676 -4.878825 6.437316 0.283 -0.004 -0.302
H -4.345752 0.331092 1.221747 0.161 0.514 0.217
H -4.589172 1.853364 4.211569 -0.075 0.024 0.109
H 2.974012 2.881879 -5.857361 -0.323 0.192 -0.070
H 4.752649 4.733069 1.399580 -0.229 0.639 -0.930
H -5.288278 -0.912033 1.994335 -0.022 -0.443 -0.036
H -2.223984 0.542153 4.349641 0.471 -0.359 0.195
H -3.230419 -1.229689 -0.635849 0.170 -0.066 -0.150
H 2.890545 -6.215143 5.180891 0.274 -0.267 0.710
H 1.392180 -5.501204 5.790991 -0.098 -0.180 0.330
H 1.945735 -5.124969 -3.612295 0.064 -0.085 -0.257
H 2.201528 1.380996 -3.904405 -0.656 -0.015 0.474
H -1.131524 2.200744 -3.787094 -0.451 -0.330 0.070
H 2.867734 1.185623 -6.245656 -0.184 -0.200 0.253
H 1.974008 -3.517680 -4.385368 0.165 -0.137 -0.252
H -2.616545 1.522849 3.219636 -0.042 0.325 -0.613
H -5.393526 0.461791 4.963989 -0.002 0.108 0.044
H 0.803952 0.993083 -5.035953 -0.451 -0.287 1.036
H -3.500839 -2.896110 0.010705 0.473 0.082 -0.213
H -5.909414 1.039213 3.384218 0.178 -0.294 -0.292
H -4.789554 -1.784004 -0.063891 -0.291 0.332 0.363
```
Positions in Å, forces in eV/Å.

---

(3)
ORCA calculation (ωB97M-V/def2-TZVPD) on a molecular structure, C14H26F12N4O11PtS4 at a distorted geometry.

## Properties
**2S+1**: 3
**Total charge**: 0
**LUMO level (spin up / spin down)**: 0.0019 / -0.0605 Eh
**DFT total energy**: -4506.011289 Ha
**Expectation value of S²**: 2.004
**HOMO-LUMO gap (spin up / spin down)**: 8.689 / 8.388 eV

```
72
Properties=species:S:1:pos:R:3:forces:R:3
Pt -0.076437 -0.400024 0.554700 -0.503 0.898 0.001
S 2.843743 0.922407 1.205366 1.899 -1.453 0.203
S -2.659075 -2.635737 0.166574 0.883 -0.797 -0.823
S 0.878177 2.162091 2.678436 0.451 0.119 0.205
S -3.249266 -0.577021 1.696038 -1.298 1.250 2.658
F -1.417957 -4.821328 1.099880 0.358 -0.155 -0.223
F -1.902139 -3.373271 2.620078 0.157 -0.146 0.293
F 2.867967 2.914984 -0.503149 0.154 0.299 -0.159
F -4.577630 1.522052 0.745453 0.330 0.545 -0.045
F 4.845140 2.139642 0.028363 -0.346 -0.009 -0.252
F -5.532130 -0.313883 0.317205 -0.354 -0.505 -0.321
F 0.679066 4.267151 1.120614 0.136 0.370 -0.239
F -0.532882 4.336761 2.909497 -0.165 0.449 0.417
F -3.772019 0.256761 -0.809822 0.189 0.036 -0.712
F 3.833102 3.440653 1.386448 -0.346 0.048 -0.232
F -3.433625 -4.651940 1.780592 -0.322 0.055 0.022
F -1.132443 3.095555 1.253010 -0.445 0.062 -0.063
O 3.112433 -0.082912 0.191368 -0.562 0.947 0.044
O 1.913150 0.081229 -2.333386 0.136 -0.677 -0.004
O 0.571903 -1.637279 2.408242 0.151 -0.943 0.372
O -2.742412 0.461572 2.559993 0.212 -0.073 -1.226
O -2.354547 2.757276 -2.143600 0.061 0.047 0.172
O -0.003511 1.437494 3.530378 -0.276 -0.182 -0.408
O -4.067831 -1.563093 2.373602 0.623 0.463 -1.146
O 3.497020 0.629494 2.459180 -0.655 0.749 -0.467
O 2.000872 2.840499 3.275575 -0.533 -0.531 -0.883
O -1.746105 -2.994450 -0.887376 0.302 0.194 0.252
O -4.059917 -2.692727 -0.148720 0.734 0.530 0.446
N 1.258361 1.194321 1.282704 0.804 1.767 1.548
N -2.052899 -1.190600 0.830208 -1.831 -2.759 -1.014
N -0.643959 0.775143 -1.293440 0.175 1.025 -1.127
N 1.116975 -1.978487 -0.382000 1.893 -0.790 0.334
C -2.339845 -3.972187 1.523506 -0.363 0.946 -0.257
C 3.640279 2.488734 0.491901 0.304 -0.813 0.662
C 2.596061 -3.884895 0.168561 -0.155 -0.192 -0.335
C -0.428287 -0.072250 -2.523291 -0.423 -0.253 0.574
C 0.293836 -1.579201 3.813245 -0.293 0.363 -0.121
C 1.672672 -2.460159 2.075249 1.304 0.514 -0.950
C -1.016223 2.872120 -2.573755 -0.138 0.175 0.165
C -3.308903 3.423313 -2.948264 -0.530 -0.703 0.408
C -0.105228 3.581929 1.936076 0.489 -1.513 -0.061
C 0.862863 0.145237 -3.274968 0.133 0.197 0.608
C 1.471618 -2.999349 0.656444 -1.397 -0.686 0.658
C 3.203154 0.279206 -2.891215 -0.274 0.315 -0.385
C -4.361342 0.272167 0.367407 0.058 -0.247 1.691
C -0.162339 2.173022 -1.521301 0.886 0.300 -0.070
H 1.118449 -1.076337 4.319835 -0.124 0.059 0.097
H -0.632358 -1.017792 3.890720 0.111 0.198 0.209
H -1.647051 0.970600 -1.313860 -0.115 -0.588 0.578
H 0.895427 2.208720 -1.788302 -0.124 -0.450 -0.362
H 3.424706 1.349826 -2.861497 0.266 -0.035 -0.050
H 2.614447 -1.899394 2.137869 -0.127 0.297 -0.017
H 0.547817 -3.583828 0.752470 0.225 -0.157 -0.161
H 2.856215 -4.671432 0.876465 0.172 0.259 0.222
H 0.935527 -0.672023 -4.001847 0.112 0.194 -0.221
H -4.201300 3.495228 -2.324096 0.071 0.313 -0.034
H -0.908597 2.432704 -3.573028 0.090 -0.085 0.002
H 0.918515 -2.562918 -1.196685 -1.027 0.394 0.101
H 0.897488 1.120970 -3.772511 -0.091 -0.128 -0.253
H -0.126009 2.744392 -0.596671 -0.678 -0.289 -0.077
H 3.231579 -0.056372 -3.932772 -0.013 -0.002 -0.012
H 1.840739 -3.296236 2.757427 -0.641 -0.141 0.054
H -1.282547 0.039671 -3.194898 0.080 0.070 -0.112
H 2.263503 -4.434109 -0.717590 0.048 0.175 -0.101
H -0.750325 3.933502 -2.656703 0.190 -0.056 0.076
H 3.955087 -0.280486 -2.341189 -0.148 0.080 0.273
H 0.123805 -2.570310 4.240111 0.176 -0.120 -0.263
H 3.460939 -3.277930 -0.107003 0.158 -0.158 0.183
H 2.026303 -1.593604 -0.669215 -0.478 0.774 0.258
H -3.611766 2.789043 -3.788782 0.321 0.238 -0.282
H -2.973369 4.412035 -3.261755 0.023 -0.003 -0.071
H -0.456664 -1.093940 -2.148101 -0.087 -0.075 -0.250
```
Positions in Å, forces in eV/Å.